[1]
Molecular formula: C18H36N5O11P
Method: DFT, ωB97M-V/def2-TZVPD

Structure (XYZ):
```
71
Properties=species:S:1:pos:R:3:mulliken_charge:R:1
C -0.30471 -0.35897 6.10086 -1.252
P -0.62746 0.98096 4.78146 0.757
C 1.08645 0.76812 3.97010 -1.401
C 1.08966 -0.10743 2.65965 -0.049
C 0.31502 0.52234 1.45159 0.548
N 0.34776 -0.31593 0.21412 -0.199
C -1.00163 -0.61683 -0.27356 -1.233
C -1.87063 -1.53170 0.66206 0.902
C -1.24395 -2.49356 1.55092 -0.520
C -1.95441 -3.37853 2.45883 -0.742
C -3.41358 -3.31385 2.51708 -0.570
C -4.06873 -2.37069 1.60499 -0.488
C -3.34470 -1.49908 0.69240 0.387
O -3.99434 -0.62158 -0.17467 -0.526
C -2.33301 1.38509 5.57701 -1.071
C -3.52558 1.34886 4.54490 -0.394
O -3.23706 2.35516 3.54186 -0.336
C -3.34336 1.86890 2.25942 0.443
O -3.10480 2.52690 1.28716 -0.496
H -1.25124 -0.97181 6.11518 0.413
H 0.52247 -1.05191 5.82114 0.405
H -0.19095 0.10692 7.11157 0.288
H -0.28128 2.37369 4.99086 -0.100
H -1.33196 0.53597 3.61901 -0.115
H 1.82334 0.30173 4.68343 0.489
H 1.51143 1.78196 3.71166 0.478
H 2.16934 -0.19119 2.33122 0.357
H 0.78439 -1.16573 2.90131 0.056
H -0.76278 0.74700 1.64380 -0.790
H 0.81740 1.49144 1.18832 0.113
H 0.91927 -1.14883 0.34582 0.270
H -1.02365 -1.08586 -1.29463 0.557
H -1.55419 0.36180 -0.38057 0.369
H -0.13062 -2.56416 1.52724 0.357
H -1.37959 -4.07458 3.10963 0.367
H -3.98697 -3.96457 3.21106 0.379
H -5.18706 -2.32070 1.64443 0.290
H -4.87275 -0.39919 0.17788 0.379
H -2.29006 2.44384 5.97234 0.389
H -2.58316 0.75691 6.48101 0.441
H -3.64617 0.31257 4.13893 0.256
H -4.45514 1.66848 5.09133 0.355
H -3.71165 0.81824 2.11000 0.243
C 0.54897 1.69316 -2.57555 -0.395
N 0.92740 0.93458 -3.79494 1.038
O 0.06068 0.72192 -4.62042 -0.558
O 2.09021 0.57495 -3.88312 -0.593
H -0.50607 1.94595 -2.63283 0.328
H 0.74712 1.05197 -1.71509 -0.112
H 1.15955 2.59332 -2.54631 0.294
C 2.86377 1.07040 -6.64838 -0.597
N 3.12820 2.04859 -7.73799 0.901
O 4.06391 1.82278 -8.48158 -0.544
O 2.38449 3.00935 -7.80548 -0.548
H 3.59814 0.27227 -6.70826 0.292
H 2.94815 1.60068 -5.70572 0.240
H 1.85875 0.68105 -6.79344 0.258
C 4.88254 1.69120 -0.92033 -0.838
N 3.62454 1.12803 -0.36223 0.898
O 2.78460 1.91512 0.03645 -0.485
O 3.52626 -0.08265 -0.34483 -0.491
H 4.83101 2.77508 -0.87264 0.332
H 5.70565 1.31624 -0.31629 0.295
H 4.96336 1.35265 -1.95106 0.279
C 1.10927 -3.07432 -5.86180 -0.675
N 1.33033 -2.58848 -7.25011 0.882
O 2.47830 -2.37479 -7.59398 -0.513
O 0.34334 -2.43898 -7.94210 -0.522
H 2.07116 -3.15975 -5.36460 0.298
H 0.47645 -2.34674 -5.35759 0.243
H 0.62056 -4.04379 -5.92792 0.288
```

Summary:
E_HOMO, eV: -8.3
2S+1: 1
Frontier orbital gap, Ha: 0.30156
E_LUMO, eV: -0.06
SMILES string: C[PH2](CCCNCc1ccccc1O)CCOC=O.C[N+](=O)[O-].C[N+](=O)[O-].C[N+](=O)[O-].C[N+](=O)[O-]

[2]
Molecular formula: C22H32AsN5RhTe
Method: DFT, ωB97M-V/def2-TZVPD

Structure (XYZ):
```
62
Properties=species:S:1:pos:R:3:mulliken_charge:R:1
Rh -0.37636 1.20794 0.96494 -0.131
C 3.10527 1.01176 0.06343 -1.240
As 1.83880 1.61043 1.39967 1.443
C 2.63865 0.90797 3.01538 -1.192
C 2.28367 3.53224 1.48308 -0.613
C 3.60229 3.82164 2.12248 0.027
C 3.70183 4.00553 3.50149 -0.106
C 4.93012 4.23074 4.10341 -0.705
C 6.08719 4.27792 3.33680 -0.434
C 6.00068 4.10694 1.96254 -0.700
C 4.76931 3.88371 1.36272 -0.172
H 4.11557 1.31198 0.34320 0.518
H 2.83156 1.46345 -0.88937 0.255
H 3.02643 -0.07147 -0.00972 0.308
H 3.70229 1.14275 3.05654 0.466
H 2.48344 -0.16865 2.97617 0.335
H 2.13562 1.32568 3.88702 0.302
H 1.45991 4.00165 2.01969 0.453
H 2.24836 3.88162 0.45029 -0.139
H 2.80329 3.96557 4.10705 0.405
H 4.98332 4.36883 5.17620 0.387
H 7.04678 4.45280 3.80671 0.372
H 6.89483 4.15254 1.35290 0.370
H 4.70321 3.76494 0.28708 0.472
C 0.38060 -2.03504 7.25821 -1.520
C 0.14924 -2.35658 5.78564 0.606
C -1.31767 -2.66966 5.50695 -1.466
C 0.66347 -1.24707 4.86972 -0.854
N -0.07892 -0.00393 4.99793 1.165
C -1.12736 0.41568 4.28266 -0.241
N -1.46308 1.61315 4.68976 -0.418
N -0.58740 1.92888 5.66718 -0.488
N 0.24279 0.96630 5.86814 -0.349
H 0.05440 -2.86445 7.88891 0.430
H -0.17833 -1.14491 7.55323 0.316
H 1.43540 -1.84227 7.46280 0.363
H 0.74237 -3.23877 5.52168 0.317
H -1.95498 -1.82835 5.78843 0.320
H -1.64204 -3.53663 6.08528 0.431
H -1.48525 -2.88028 4.44880 0.344
H 0.58074 -1.53727 3.81776 -0.080
H 1.70658 -1.01422 5.08311 0.478
H -1.55751 -0.14894 3.47162 0.515
Te -0.02796 -1.28470 0.96143 -0.802
C 0.46102 1.53217 -2.41876 -1.253
C 0.60631 2.96076 -1.97657 1.241
C 1.40922 3.85288 -2.67648 -0.525
C 1.47974 5.19623 -2.33251 -0.915
C 0.69709 5.66409 -1.28205 -0.514
C -0.10627 4.81095 -0.54501 0.899
C -0.93942 5.30506 0.60073 -1.422
C -0.12082 3.42900 -0.85490 -0.007
N -0.86762 2.59198 -0.07190 -1.020
H 1.04111 1.35187 -3.32612 0.363
H -0.58948 1.30495 -2.61875 0.354
H 0.76313 0.81610 -1.65354 0.135
H 1.97690 3.48228 -3.52448 0.316
H 2.11295 5.87361 -2.89167 0.370
H 0.71709 6.71721 -1.01953 0.320
H -0.90950 6.39413 0.65978 0.397
H -0.59932 4.88727 1.55186 0.193
H -1.97626 4.98012 0.49592 0.325
```

Summary:
E_HOMO, eV: -3.3
2S+1: 1
Relative energy (zero: lowest compared OMol25 entry of this formula, charge and spin), eV: 0.000
Frontier orbital gap, Ha: 0.21593
Total charge: -1
E_LUMO, eV: 2.58